[1]
The following is a DFT calculation (ωB97M-V with the def2-TZVPD basis set) of a 11-piece molecular cluster, C31H46ClF2N11O5PS2Si overall.

Its energy is -116297.241 eV. The LUMO energy comes out at 1.642 eV. The HOMO energy comes out at -5.829 eV. Its HOMO-LUMO gap is 7.47 eV.

The geometry in ORCA input format:
```
! RIJCOSX wB97M-V def2-TZVPD def2/J DEFGRID3
* xyz -1 1
C 4.5024 -1.9662 -0.0797
Si 2.7176 -1.6714 -0.8456
C 1.6111 -3.0861 -0.1116
C 2.9127 -1.9988 -2.7453
C 2.0104 -1.0262 -3.7034
C 0.6827 -1.7169 -4.3643
F 0.5175 -3.1634 -4.1000
F 0.8060 -1.5741 -5.8631
S -0.9471 -0.8898 -3.9115
O -1.4724 -0.1089 -5.1792
O -0.8413 0.1444 -2.7640
N -2.1062 -2.1716 -3.6301
S -2.8028 -2.0891 -2.0280
O -3.8069 -3.3024 -1.9312
O -1.7959 -2.2830 -0.8677
P -3.9347 -0.3134 -1.6233
O -5.4741 -0.7604 -0.8916
Cl -4.4341 0.6858 -3.4551
C 2.1255 0.1026 -0.3936
C 3.1826 1.3558 -0.5365
C 2.6615 2.8782 -0.1956
C 1.0991 3.1502 0.2840
C 0.0974 1.8630 0.4496
C 0.5815 0.3286 0.1192
H 5.2172 -1.0911 -0.3875
H 4.9939 -2.9596 -0.5224
H 4.4804 -2.0920 1.0843
H 2.1908 -4.1164 -0.2520
H 1.3647 -2.9642 1.0271
H 0.6617 -3.1600 -0.7994
H 2.7936 -3.1469 -2.9355
H 4.0527 -1.7474 -2.9957
H 1.7384 -0.0027 -3.1541
H 2.7149 -0.6992 -4.6093
H -6.1651 -0.3330 -1.4890
H 4.3072 1.2008 -0.8796
H 3.3441 3.8375 -0.2880
H 0.6525 4.2206 0.5116
H -1.0105 2.0098 0.8087
H -0.1254 -0.6019 0.2319
C -3.5881 -2.5114 2.4216
C -2.0892 -2.2612 2.4511
N -0.8456 -2.0535 2.4754
H -4.0342 -2.2159 3.3753
H -4.0476 -1.9294 1.6181
H -3.7856 -3.5732 2.2501
C 2.5038 1.1555 3.1944
C 3.7392 0.2794 3.0653
N 4.7640 -0.4475 2.9580
H 2.7421 2.1816 2.9008
H 1.7082 0.7757 2.5477
H 2.1523 1.1540 4.2299
C -1.4881 3.9586 3.9121
C 0.0108 4.2088 3.9415
N 1.2544 4.4165 3.9659
H -1.9342 4.2541 4.8658
H -1.9476 4.5407 3.1086
H -1.6856 2.8968 3.7405
C 0.2256 4.3197 -3.9937
C -0.6074 4.5431 -2.7421
N -1.2985 4.7284 -1.7037
H 1.2661 4.5973 -3.8035
H 0.1857 3.2666 -4.2851
H -0.1618 4.9310 -4.8134
C -3.9095 6.8730 7.1381
C -4.0687 5.4483 6.6329
N -4.2008 4.2664 6.2136
H -2.9603 6.9756 7.6713
H -3.9223 7.5707 6.2964
H -4.7288 7.1209 7.8187
C 7.5556 -3.7287 -2.4243
C 7.2098 -2.2831 -2.7424
N 6.9228 -1.0839 -3.0062
H 7.8558 -3.8184 -1.3767
H 6.6862 -4.3676 -2.6015
H 8.3794 -4.0636 -3.0607
C 3.5869 2.8548 -5.9625
C 3.4380 2.6284 -4.4668
N 3.3145 2.4408 -3.2260
H 2.6149 2.7545 -6.4533
H 3.9790 3.8580 -6.1505
H 4.2764 2.1181 -6.3842
C -5.1131 -5.8891 -0.5771
C -5.2620 -6.1155 0.9185
N -5.3855 -6.3031 2.1594
H -6.0851 -5.9894 -1.0680
H -4.7210 -4.8859 -0.7652
H -4.4236 -6.6258 -0.9988
C -4.7151 -6.5527 -4.4888
C -4.2853 -7.5738 -3.4481
N -3.9289 -8.4210 -2.5848
H -4.7088 -7.0082 -5.4829
H -5.7246 -6.1963 -4.2667
H -4.0277 -5.7022 -4.4826
C -0.8444 4.4525 9.8619
C -1.1902 5.8981 9.5439
N -1.4772 7.0973 9.2801
H -0.5442 4.3628 10.9096
H -1.7138 3.8135 9.6847
H -0.0206 4.1175 9.2255
*
```

[2]
The following is a DFT calculation (ωB97M-V with the def2-TZVPD basis set) of C31H46DyN2O6P2 as an isolated structure.

Its energy is -90807.769 eV. The LUMO energy (alpha / beta) comes out at -3.200 / -3.181 eV. The HOMO energy (alpha / beta) comes out at -10.520 / -10.507 eV. Its HOMO-LUMO gap (alpha / beta) is 7.32 / 7.33 eV.

The geometry in ORCA input format:
```
! RIJCOSX wB97M-V def2-TZVPD def2/J DEFGRID3
* xyz 1 6
Dy 0.1753 0.3215 -0.4265
C -2.2295 1.1311 0.2464
C -2.3207 -0.0234 -0.6067
C -1.6343 -0.7186 1.5039
C -1.7990 0.6990 1.5404
C -1.9247 -1.1622 0.1779
C -2.6022 2.5317 -0.0824
H -3.1042 2.5839 -1.0555
H -1.7318 3.2069 -0.1135
H -3.2783 2.9271 0.6891
C -1.6348 1.5933 2.7067
H -2.3263 2.4457 2.6450
H -0.6169 2.0124 2.7558
H -1.7991 1.0670 3.6553
C -1.3225 -1.6256 2.6253
H -1.4887 -1.1466 3.5959
H -0.2675 -1.9328 2.5976
H -1.9280 -2.5401 2.5706
C -1.8876 -2.5836 -0.2516
H -2.5570 -3.1821 0.3864
H -0.8781 -3.0222 -0.1589
H -2.1990 -2.6875 -1.2988
C -2.8198 -0.0727 -2.0094
H -3.8256 -0.5209 -2.0266
H -2.1815 -0.6867 -2.6636
H -2.8850 0.9276 -2.4521
C 2.7626 2.7202 -4.6681
C 1.4889 3.1471 -4.7874
C 0.5556 2.7284 -5.8844
C 0.5378 1.2070 -6.1669
C 0.8674 0.3235 -4.9849
C 2.1008 -0.1958 -4.8245
C 3.3779 0.3200 -5.4130
C 3.4645 1.8524 -5.6632
H 0.8004 3.2473 -6.8300
H 1.2179 1.0023 -7.0135
H -0.4595 3.0592 -5.6201
H 3.1397 2.0678 -6.6920
H 3.4271 3.1805 -3.9368
H 1.1135 3.9762 -4.1774
H 4.5331 2.1140 -5.6275
H 4.2054 0.0243 -4.7443
H 2.2348 -1.1689 -4.3529
H 3.5888 -0.1844 -6.3730
H -0.4671 0.9425 -6.5390
H -0.0013 -0.0476 -4.4155
P 1.9702 2.2411 -1.2561
P 1.7472 -1.6362 -1.5597
C 3.0123 1.0269 -2.2068
C 3.2227 -0.4413 -1.7626
H 3.9867 1.5114 -2.3894
H 2.5057 1.0209 -3.1750
H 3.8712 -0.9506 -2.4960
H 3.7292 -0.4466 -0.7815
C 2.5153 -2.9936 -0.6423
H 1.7250 -3.6795 -0.3117
H 3.0439 -2.6178 0.2357
H 3.2026 -3.5365 -1.3024
C 1.1388 -2.6288 -2.9665
H 1.9502 -3.1805 -3.4496
H 0.6228 -2.0203 -3.7119
H 0.3941 -3.3450 -2.5928
C 2.4227 3.9781 -1.6308
H 1.6737 4.6455 -1.1720
H 2.4705 4.2088 -2.6982
H 3.3961 4.2122 -1.1683
C 0.3505 1.9984 -2.2549
H -0.1853 1.0092 -2.3604
H 0.6758 2.1260 -3.2909
H -0.3798 2.7783 -2.0080
O 3.4747 -0.5393 1.3946
C 2.4335 -0.1986 1.9592
O 1.3198 0.1910 1.3643
C 2.3573 -0.2477 3.4543
C 3.5137 -0.5690 4.1850
C 3.4454 -0.6958 5.5863
C 2.2441 -0.4985 6.2799
C 1.0924 -0.2193 5.5387
C 1.1505 -0.0676 4.1445
N -0.1734 -0.1265 6.2207
O -0.1717 -0.1914 7.4646
O -1.2274 0.0078 5.5497
N 4.6273 -1.0616 6.3177
O 5.6743 -1.2819 5.6723
O 4.5572 -1.1444 7.5632
H 4.4488 -0.7251 3.6482
H 2.1970 -0.5701 7.3599
H 0.2370 0.1620 3.6093
*
```

Question: Which formula does entry 1 have?
Answer: C31H46ClF2N11O5PS2Si